{"formula": "C9H12N2S", "method": "ωB97M-V with the def2-TZVPD basis set", "symbols": ["H", "N", "C", "N", "S", "C", "C", "C", "C", "C", "C", "C", "C", "H", "H", "H", "H", "H", "H", "H", "H", "H", "H", "H"], "coordinates": [[3.531327, -2.132894, 1.292203], [3.186055, -2.008984, 0.328723], [1.948964, -1.619458, 0.381001], [1.272242, -1.444734, -0.778334], [1.240970, -1.354641, 1.930138], [-0.513817, -1.519445, 1.633907], [-1.290822, -0.141337, 1.619751], [-1.051144, 0.733985, 0.423177], [-1.736748, 0.479308, -0.795138], [-1.453693, 1.216753, -1.941550], [-0.310340, 2.041498, -2.027032], [0.388584, 2.319359, -0.859373], [0.030883, 1.680936, 0.340199], [1.962489, -1.440448, -1.590114], [0.460730, -0.734433, -0.759212], [-0.588491, -1.985514, 0.643951], [-0.893419, -2.157599, 2.397847], [-1.065152, 0.395468, 2.585802], [-2.368041, -0.388016, 1.642618], [-2.592585, -0.200665, -0.851905], [-2.097292, 1.013756, -2.822818], [0.001288, 2.455645, -3.014072], [1.312113, 2.980109, -1.003177], [0.625899, 1.811350, 1.223409]], "forces_ev_per_a": [[-0.053, -0.147, -0.620], [-0.743, 0.525, 0.707], [2.479, -0.777, -0.482], [-1.079, 1.475, -1.536], [-0.223, 0.339, 0.961], [-0.315, 1.658, -1.264], [-0.169, -0.284, 1.234], [1.520, 0.440, -1.709], [-0.319, 0.964, 0.734], [0.425, -0.552, -0.842], [-1.009, -0.068, -0.434], [1.206, 0.218, -0.483], [-0.991, -0.891, -0.160], [-1.647, 0.170, 1.415], [2.060, -1.464, -0.418], [-0.325, -0.172, 0.397], [-0.460, -0.480, 0.447], [-0.166, -0.429, -0.994], [0.357, 0.077, 0.076], [0.351, 0.088, 0.294], [0.700, 0.289, 0.520], [-0.362, -0.210, 1.029], [-1.423, -1.019, 0.830], [0.186, 0.251, 0.299]], "lowdin_charge": [0.013, 0.023, -0.885, 0.063, 0.962, -0.460, -0.206, -0.252, -0.073, -0.095, -0.104, -0.096, -0.044, 0.136, 0.091, 0.073, 0.055, 0.123, 0.112, 0.116, 0.110, 0.112, 0.129, 0.096], "charge": 0, "smiles": "[H]/N=C(/N)SCCc1ccccc1"}

{"formula": "C9H12N3O2S", "method": "ωB97M-V with the def2-TZVPD basis set", "symbols": ["C", "C", "C", "C", "C", "C", "C", "C", "C", "N", "N", "N", "O", "O", "S", "H", "H", "H", "H", "H", "H", "H", "H", "H", "H", "H", "H"], "coordinates": [[-3.639094, 0.267898, 0.085553], [3.903813, -1.315921, 0.288794], [0.789063, 1.686022, -0.356419], [-2.607158, 0.159894, 0.933109], [3.017990, -2.287108, 0.070563], [-0.384208, 1.888630, -0.962834], [3.234694, 0.025320, -0.189677], [-3.977168, -0.921123, -0.752991], [0.871208, 0.163101, -0.122398], [1.981116, -0.490875, -0.796244], [-0.432348, -0.336565, -0.593283], [-1.871016, -1.038524, 0.758723], [1.892128, -1.852877, -0.638413], [-1.050153, 0.720160, -1.189707], [-2.693503, -2.122405, -0.274721], [-4.351989, 1.003471, -0.157282], [4.792287, -1.185708, 0.875331], [1.464306, 2.351283, -0.014093], [-2.259997, 0.886030, 1.633517], [3.111862, -3.262190, 0.357278], [-0.864907, 2.761019, -1.284430], [3.296736, 0.650692, 0.808022], [3.923977, 0.440745, -0.982091], [-4.959875, -1.515848, -0.505401], [-3.892184, -0.627190, -1.761426], [0.732307, -0.119660, 1.002973], [-1.297559, -1.362043, 1.532049]], "forces_ev_per_a": [[-0.370, -1.309, 0.208], [-2.001, 1.332, -0.472], [-2.764, -3.115, -0.917], [-0.826, -0.615, -0.663], [0.971, 3.462, -0.451], [2.350, -0.441, 1.195], [3.044, -1.310, 0.716], [-0.231, -2.037, 2.251], [-1.572, 0.305, 1.909], [-0.074, 3.072, 0.392], [0.722, 0.588, -2.345], [-1.131, 1.479, -0.044], [0.254, -2.348, 0.993], [-0.564, -1.640, 0.246], [0.521, -0.546, 0.038], [-0.182, 1.662, 0.704], [0.257, -0.813, 0.019], [2.022, 2.110, 0.842], [0.266, 0.294, 0.265], [-0.366, -2.503, 0.289], [-0.600, 0.955, -0.493], [-1.089, -0.559, -2.140], [-1.059, 0.132, 0.867], [1.512, 1.738, -0.566], [-0.097, -0.088, -1.454], [1.086, 0.535, -1.198], [-0.080, -0.340, -0.189]], "lowdin_charge": [-0.097, -0.029, 0.061, -0.140, -0.077, -0.054, -0.136, -0.376, -0.287, -0.090, 0.100, -0.282, -0.053, -0.044, 1.029, 0.115, 0.105, 0.080, 0.132, 0.096, 0.125, 0.155, 0.133, 0.140, 0.075, 0.188, 0.132], "charge": 1}

{"formula": "C9H12NO", "method": "ωB97M-V with the def2-TZVPD basis set", "symbols": ["C", "C", "C", "C", "C", "C", "C", "C", "C", "N", "O", "H", "H", "H", "H", "H", "H", "H", "H", "H", "H", "H", "H"], "coordinates": [[0.576397, 2.712709, 1.773602], [-0.050751, 2.187267, 2.920305], [1.212879, 1.950518, 0.820655], [-0.349896, 0.832119, 2.886697], [0.646900, 0.713898, 0.607762], [0.074720, 0.054173, 1.730816], [-1.801491, -0.787676, -0.090636], [-1.527874, -0.971298, -1.240191], [0.542872, -2.067076, -2.264417], [-0.987970, -1.558126, -2.401424], [0.959020, -1.877274, -3.533415], [0.818153, 3.819319, 1.810833], [-0.284375, 3.026878, 3.623516], [1.805035, 2.297004, -0.045039], [-0.845062, 0.431791, 3.832033], [1.093222, -0.064311, -0.057156], [-1.877647, -0.741424, 1.018598], [-0.128434, -1.247123, 1.663337], [0.811581, -1.328935, -1.439467], [0.809868, -3.085487, -1.953242], [-1.585998, -2.393194, -2.633443], [-0.939113, -0.911593, -3.152565], [1.027964, -0.992160, -3.877158]], "forces_ev_per_a": [[1.994, 2.619, 1.572], [-0.112, 1.387, -2.037], [-1.695, 0.298, -2.726], [0.097, -1.466, 0.737], [1.807, -3.896, 2.493], [-1.609, -1.607, 1.143], [-0.244, -0.415, 1.001], [0.121, -0.585, 0.283], [0.072, 2.840, 0.815], [-1.225, -2.658, 1.982], [0.989, -1.417, -0.462], [-0.293, -1.399, -0.111], [-0.257, -1.728, -0.044], [-0.123, 0.533, 0.997], [0.779, -0.048, -1.655], [-0.377, 1.258, -0.123], [-0.532, 0.364, -1.791], [0.796, 4.347, 0.538], [0.485, -0.929, -1.272], [-1.205, 0.083, -0.142], [0.492, 1.061, -0.318], [-0.263, 0.555, -1.137], [0.304, 0.803, 0.258]], "lowdin_charge": [-0.103, -0.086, -0.096, -0.091, -0.160, -0.149, 0.163, -0.108, -0.113, 0.102, 0.032, 0.127, 0.129, 0.120, 0.125, 0.082, 0.075, 0.177, 0.121, 0.163, 0.215, 0.155, 0.122], "charge": 1}

{"formula": "C9H12NO", "method": "ωB97M-V with the def2-TZVPD basis set", "symbols": ["C", "C", "C", "C", "C", "C", "C", "C", "C", "N", "O", "H", "H", "H", "H", "H", "H", "H", "H", "H", "H", "H", "H"], "coordinates": [[-3.199249, 1.274597, -0.293415], [-2.895931, -1.049173, 0.578644], [-1.883875, 1.403228, -0.346245], [-1.530370, -0.940426, 0.460103], [-3.781686, 0.031852, 0.175142], [-1.102090, 0.311244, -0.098145], [2.452710, 0.023542, -1.226337], [2.089902, 0.586530, 1.234459], [1.481985, -0.059278, -0.032843], [-5.039403, -0.129982, 0.177316], [0.323631, 0.708357, -0.368875], [-4.004478, 2.103691, -0.581812], [-3.310235, -2.069523, 0.768143], [-1.419948, 2.430386, -0.516293], [-0.664555, -1.683301, 0.522052], [2.269790, -0.653794, -1.964120], [3.462794, 0.014287, -0.831069], [2.276353, 1.014793, -1.640902], [2.728711, -0.230528, 1.751291], [1.266917, 0.973850, 1.759243], [2.775884, 1.431680, 0.798511], [1.102153, -1.058192, -0.060504], [-5.428553, -1.030240, 0.673009]], "forces_ev_per_a": [[-3.654, 1.761, -0.727], [1.931, -2.093, -0.114], [0.236, 3.801, -0.686], [0.974, 0.170, -1.165], [-0.027, -1.164, 0.197], [6.736, 0.306, 0.480], [-0.270, 2.712, 2.427], [2.553, -1.307, -2.213], [0.669, -0.289, -0.728], [-1.836, -1.027, 1.170], [-5.892, -0.417, 0.331], [2.123, -1.759, 0.798], [0.105, 1.162, 0.235], [-0.448, -1.795, -0.140], [-2.019, 0.581, 0.412], [-0.333, -2.095, -1.887], [0.176, -0.326, -0.252], [0.287, 0.179, -0.180], [-1.108, 1.718, -0.472], [-0.560, 0.510, 1.414], [-1.258, -1.436, 1.322], [0.315, -1.041, 1.147], [1.299, 1.848, -1.370]], "lowdin_charge": [0.050, 0.059, -0.012, 0.053, -0.364, -0.061, -0.009, -0.006, -0.418, 0.249, -0.033, 0.195, 0.151, 0.181, 0.155, 0.050, 0.093, 0.098, 0.128, 0.052, 0.129, 0.110, 0.149], "charge": 1}

{"formula": "C9H12NO2", "method": "ωB97M-V with the def2-TZVPD basis set", "symbols": ["C", "C", "C", "C", "C", "C", "C", "C", "C", "N", "O", "O", "H", "H", "H", "H", "H", "H", "H", "H", "H", "H", "H", "H"], "coordinates": [[2.740416, 0.658128, 0.693535], [2.724589, -0.621848, 0.110644], [1.842312, 1.564464, 0.407739], [1.630117, -1.037936, -0.522062], [0.944928, 1.229353, -0.754423], [-1.112963, 1.613406, 0.165537], [-2.820079, -1.671800, 0.118079], [-1.358479, -1.742495, -0.073001], [-0.706989, -0.521170, -0.428209], [0.514510, -0.199474, -0.559651], [-0.205031, 1.971123, -0.812664], [-2.084920, 2.458163, 0.288246], [3.463787, 0.729826, 1.503212], [3.545506, -1.371958, 0.314403], [1.845613, 2.597981, 0.782572], [1.477428, -2.018680, -0.781488], [1.583538, 1.366813, -1.664862], [-0.601267, 1.367967, 1.158161], [-3.273088, -1.584654, -0.884755], [-3.228116, -2.462021, 0.613178], [-3.068790, -0.728957, 0.691941], [-0.686269, -1.928270, 0.843056], [-0.954535, -2.675032, -0.635527], [-2.212228, 3.007074, -0.573653]], "forces_ev_per_a": [[1.627, 0.170, 2.248], [0.639, -2.619, -0.589], [-0.599, 1.510, -0.505], [0.898, 0.382, 0.887], [0.432, 0.266, 0.520], [3.624, -0.854, 0.461], [-0.253, 3.463, -1.170], [3.435, -2.757, 0.525], [-0.979, 3.678, 0.493], [0.302, 0.005, -1.521], [-1.069, 0.506, 0.184], [-1.263, 0.707, -2.184], [-0.033, 0.705, -0.208], [-0.983, 1.144, -0.469], [-0.132, -0.619, 0.001], [-0.345, -2.141, -0.812], [-1.111, -0.430, 0.226], [-1.152, 0.135, -1.176], [-0.087, -0.037, 0.508], [-0.984, -2.322, 1.309], [0.139, -1.029, -0.636], [-1.393, 0.029, -0.161], [-0.896, 1.470, 0.249], [0.184, -1.364, 1.817]], "lowdin_charge": [-0.085, -0.032, -0.002, -0.031, -0.257, -0.196, -0.076, -0.234, 0.034, -0.019, 0.015, 0.143, 0.132, 0.155, 0.148, 0.109, 0.202, 0.183, 0.104, 0.049, 0.107, 0.172, 0.169, 0.211], "charge": 1}

{"formula": "C9H12NO3", "method": "ωB97M-V with the def2-TZVPD basis set", "symbols": ["C", "C", "C", "C", "C", "C", "C", "C", "C", "N", "O", "O", "O", "H", "H", "H", "H", "H", "H", "H", "H", "H", "H", "H", "H"], "coordinates": [[0.313005, -0.263661, 1.309328], [1.399160, -0.990784, 1.366300], [-0.219370, 0.109499, 3.524910], [1.420560, -1.542609, 3.832378], [2.361442, -1.568903, 0.247093], [-2.013527, 0.088617, 0.594397], [-0.251880, -0.213169, -1.166529], [-0.233798, 1.867112, 0.234250], [-0.525877, 0.297304, 0.256420], [0.271417, -0.863763, 4.141857], [-1.027914, 0.942398, 3.564641], [1.985470, -2.195209, 4.718574], [2.016014, -1.400617, 2.618974], [1.732126, -1.640964, -0.719237], [2.769169, -2.557077, 0.383354], [3.314726, -1.016002, 0.309946], [-2.530154, 0.364053, -0.363062], [-2.228339, -0.954817, 0.781536], [-2.381904, 0.624287, 1.366115], [-0.773119, 0.426230, -2.041173], [-0.276054, -1.273945, -1.497353], [0.898034, -0.036223, -1.245991], [-0.722182, 2.484211, -0.516686], [0.797052, 1.963316, 0.191834], [-0.525341, 2.240327, 1.143064]], "forces_ev_per_a": [[0.649, -0.191, 2.908], [0.858, -1.131, -0.809], [0.400, -1.769, -2.832], [0.832, 0.100, 1.105], [-1.599, 0.449, -0.002], [0.770, -1.431, -3.950], [2.331, 1.398, -2.491], [-1.089, -2.106, -1.179], [-1.148, 1.105, -0.773], [0.699, -0.524, 0.645], [-1.260, 2.009, 0.326], [-0.552, 0.506, -1.789], [-0.066, -0.339, 0.196], [1.789, 0.626, 1.355], [-0.554, -0.815, 0.726], [-0.595, 0.543, -0.920], [-0.136, -0.126, 0.865], [0.052, -0.400, 0.003], [-0.888, 1.948, 2.574], [0.996, -1.285, 2.042], [-0.765, 0.356, 0.902], [-1.926, 0.185, -0.486], [-0.151, -0.411, -0.484], [2.108, 0.418, -0.396], [-0.756, 0.886, 2.463]], "lowdin_charge": [-0.032, -0.262, -0.374, -0.562, -0.042, -0.059, -0.105, -0.033, -0.590, 0.165, 0.090, 0.016, 0.006, 0.066, 0.042, 0.068, 0.085, 0.080, 0.021, 0.108, 0.069, 0.079, 0.076, 0.052, 0.036], "charge": -1}

Taking the records one at a time from the top gives energy above the lowest of the compared OMol25 structures with the same formula, charge and spin values of 0.2304, 8.2210, 5.3702, 2.9270, 4.6479, 1.9978 eV.
Taking the records one at a time from the top gives calculated total energy values of -857.830650, -1062.508946, -479.657764, -479.747548, -554.966863, -630.568769 Ha.